A structure of composition C12H19N2OSi in a non-equilibrium geometry. Source: OMol25; level of theory: wB97M-V/def2-TZVPD.

The calculation puts the electronic energy at -942.608511 Eh. The value obtained for the HOMO-LUMO gap is 7.23 eV. Its molecular weight is 235.383 Da. The spin multiplicity is 1. Its charge is +1. As for the strongest force on any atom: 0.11282 hartree/bohr.

Last column: Löwdin charge in e.
Geometry (Å):
1 C 1.92297 0.95277 -1.69400  -0.058
2 O 0.86183 1.18923 -0.75201  -0.186
3 C -0.06513 0.09919 -0.74951  -0.341
4 C -1.46414 0.58739 -1.17403  -0.216
5 C -2.40868 -0.39708 -1.46301  -0.048
6 C -3.66216 -0.03499 -1.94953  -0.062
7 C -4.01430 1.31151 -2.12504  -0.058
8 C -3.05965 2.29089 -1.81609  -0.060
9 C -1.79767 1.94392 -1.30182  -0.045
10 H 2.42527 1.89884 -1.91734  0.106
11 H 2.62304 0.24215 -1.21550  0.080
12 H 1.58067 0.50161 -2.65167  0.112
13 H 0.22275 -0.70129 -1.47940  0.178
14 H -2.08491 -1.43007 -1.34494  0.117
15 H -4.37305 -0.80462 -2.23090  0.111
16 H -5.01582 1.59165 -2.49868  0.122
17 H -3.29695 3.34559 -2.00225  0.116
18 H -1.07353 2.74296 -1.08597  0.123
19 C 2.14535 -2.37071 0.49260  -0.142
20 Si 1.55340 -0.97235 1.58890  0.499
21 C 1.04706 -1.61932 3.27520  -0.169
22 C 2.75297 0.42030 1.82034  -0.153
23 C -0.01555 -0.51699 0.63070  -0.024
24 N -0.95860 0.81505 1.62591  0.161
25 N -1.89077 1.43818 1.77511  0.308
26 H 3.14603 -2.64088 0.86254  0.059
27 H 1.45462 -3.22480 0.59811  0.055
28 H 2.18972 -2.04591 -0.55990  0.036
29 H 1.94060 -2.00840 3.77775  0.049
30 H 0.63630 -0.85040 3.94288  0.040
31 H 0.32982 -2.44904 3.22973  0.043
32 H 3.72691 -0.04347 2.03268  0.053
33 H 2.84599 1.06776 0.94082  0.028
34 H 2.47743 1.03955 2.68471  0.050
35 H -0.70182 -1.36820 0.73359  0.118